Entry 1:
Density functional theory data (ωB97M-V/def2-TZVPD) for C16H18N6OOsSe as an isolated structure.

```
43
Properties=species:S:1:pos:R:3:forces:R:3:mulliken_charge:R:1
Os -0.450412 -0.191213 0.455725 0.728 0.018 1.590 1.08
C 0.096289 0.252483 3.966393 -0.063 -0.077 0.034 -1.45
C -0.834645 0.030746 2.830779 0.212 -0.480 -0.002 0.95
C -1.175027 -1.299453 2.402846 0.032 0.069 0.107 -0.11
C -2.092311 -1.514461 1.369609 -0.408 -0.226 -0.005 -0.97
C -2.638076 -0.409031 0.678014 -0.571 0.103 -0.511 -0.10
C -2.335142 0.919638 1.088710 0.022 -0.027 -0.068 -0.63
C -1.427709 1.108957 2.145527 -0.425 0.577 0.032 -0.55
H -0.473364 0.017161 4.878567 0.072 0.043 0.008 0.41
H 0.428711 1.285967 4.045945 -0.003 -0.004 -0.011 0.41
H 0.946725 -0.430537 3.949700 -0.037 -0.009 0.042 0.39
H -0.711524 -2.154723 2.889016 0.030 0.074 -0.032 0.62
H -2.297554 -2.518581 1.012059 -0.066 -0.048 0.142 0.48
H -3.319576 -0.559191 -0.153907 -0.022 -0.099 0.093 0.65
H -2.776732 1.767876 0.576980 -0.017 -0.010 0.049 0.60
H -1.133355 2.116362 2.416638 -0.093 0.038 0.069 0.59
C -1.262935 0.355512 -5.220860 0.265 -0.126 0.259 -1.02
N -0.991439 0.025461 -3.793360 -0.003 0.205 -0.009 -0.04
C -0.821451 -1.338446 -3.309793 -0.069 -0.201 0.100 -0.39
C -0.616530 -1.056030 -1.862008 0.313 0.286 -1.591 0.35
O -0.343575 -1.757826 -0.858372 0.073 -0.654 1.055 -0.63
N -0.669040 0.230043 -1.588625 -0.093 0.284 -0.348 -0.13
C -0.912169 0.894242 -2.806200 -0.219 0.112 -0.041 0.43
N -1.046473 2.193822 -2.918451 -0.024 0.076 0.033 -0.29
H -0.979839 -0.506208 -5.820158 -0.074 -0.027 0.004 0.38
H -0.622491 1.182511 -5.523799 -0.075 0.068 -0.015 0.44
H -2.319444 0.574193 -5.353823 -0.035 0.053 -0.053 0.38
H 0.050060 -1.825203 -3.757513 -0.015 -0.086 -0.011 0.42
H -1.710857 -1.949033 -3.493478 0.034 -0.091 -0.036 0.38
H -0.974055 2.812982 -2.128385 -0.013 -0.003 -0.012 0.18
H -1.257242 2.619581 -3.813516 0.011 0.019 -0.007 0.25
Se 1.933464 2.940916 0.578524 0.047 -0.287 0.180 0.52
N 3.380121 2.217789 1.208235 -0.038 -0.165 -0.046 -0.56
C 3.227943 0.915370 1.443888 0.004 0.135 0.107 0.42
C 4.149426 -0.084654 1.891111 0.047 0.222 -0.073 -0.41
C 3.676261 -1.370035 1.944365 -0.031 -0.187 0.031 -0.73
C 2.347497 -1.718560 1.585617 -0.124 -0.255 -0.058 -0.36
N 1.460962 -0.799081 1.204462 0.383 0.314 -0.461 -0.02
C 1.928350 0.465295 1.155580 -0.278 0.419 -0.395 0.99
N 1.029571 1.324320 0.681996 0.542 -0.049 -0.173 -0.52
H 5.175330 0.159930 2.145764 -0.007 0.021 0.009 0.55
H 4.334791 -2.173788 2.251707 -0.041 -0.024 -0.001 0.51
H 2.027485 -2.755094 1.604506 0.027 -0.003 0.014 0.54
```
Positions in Å, forces in eV/Å.

Output
Orbital gap, eV: 7.35
Molar mass, u: 579.55
Charge: +4
HOMO level, eV: -22.68
Energy above the lowest of the compared OMol25 structures with the same formula, charge and spin, kcal per mole: 9.1



Entry 2:
Density functional theory data (ωB97M-V/def2-TZVPD) for a 2-piece molecular cluster, C16H18NOS2 overall.

```
38
Properties=species:S:1:pos:R:3:forces:R:3:mulliken_charge:R:1
C -3.849941 1.002910 -0.873588 0.527 0.168 0.754 -0.79
O -3.262523 1.117019 0.445079 -0.388 -0.105 -0.545 -0.43
C -2.041589 1.698793 0.584588 0.914 0.472 -0.310 0.58
C -1.522859 1.791272 1.909902 -0.452 -0.040 -1.392 -0.84
C -0.284958 2.364231 2.131304 0.238 0.174 -0.455 -0.46
C 0.490495 2.857839 1.050126 -1.758 -0.682 -0.825 0.56
N 1.712116 3.412427 1.264394 1.543 0.647 0.191 -0.32
C -0.030642 2.763629 -0.267481 0.138 0.014 1.114 0.26
C -1.282394 2.201557 -0.506349 -0.700 -0.457 0.920 -0.45
H -4.805346 0.514613 -0.704041 0.032 0.027 -0.076 0.24
H -4.009867 1.992881 -1.320704 0.044 -0.162 0.100 0.32
H -3.227675 0.386511 -1.536195 -0.077 0.117 0.162 0.32
H -2.138418 1.401976 2.717068 0.188 0.098 -0.090 0.42
H 0.089104 2.435806 3.156674 -0.019 0.007 -0.368 0.28
H 2.250808 3.806289 0.497441 -0.486 -0.330 0.819 0.06
H 2.044923 3.531224 2.210468 0.026 0.066 -0.409 0.17
H 0.560261 3.134379 -1.104762 -0.101 -0.067 0.195 -0.24
H -1.677498 2.149997 -1.524612 0.179 -0.011 0.406 0.33
C 6.902398 5.242680 1.073472 -0.359 -0.133 -0.100 -0.35
C 6.069873 6.349118 0.868641 -0.236 -0.003 -0.285 -0.72
C 4.952529 6.236590 0.046643 -0.032 -0.166 0.268 -0.44
C 4.617832 4.988773 -0.531082 -0.249 -0.083 0.116 0.88
C 3.370967 4.822421 -1.280757 0.546 1.005 -2.245 0.33
S 3.062561 3.425977 -2.249817 0.012 0.467 0.094 0.02
C 1.972362 4.204655 -3.536865 0.362 -0.209 0.348 -0.63
C 1.296358 5.418163 -2.937407 -0.378 0.082 0.825 -0.50
S 2.377787 6.191111 -1.645761 0.238 -0.799 -0.089 -0.04
C 5.534201 3.920159 -0.419488 -0.052 -0.086 0.203 -0.31
C 6.648674 4.037914 0.406826 -0.170 -0.005 -0.203 -0.72
H 7.751493 5.321262 1.747934 -0.120 -0.001 -0.173 0.41
H 6.283999 7.302578 1.350360 0.017 -0.260 -0.184 0.40
H 4.345406 7.113445 -0.182648 0.093 -0.219 0.345 0.33
H 2.579247 4.467161 -4.412643 0.073 -0.186 0.377 0.45
H 1.245567 3.437290 -3.823471 0.123 0.165 0.068 0.37
H 1.089811 6.180271 -3.698964 0.101 -0.119 0.308 0.44
H 0.363648 5.151032 -2.417782 0.280 0.131 -0.236 0.32
H 5.370517 3.016493 -1.013144 0.052 0.163 0.458 0.34
H 7.315284 3.183467 0.530970 -0.150 0.319 -0.084 0.40
```
Positions in Å, forces in eV/Å.

Output
Orbital gap, eV: 3.72
Molar mass, u: 304.46
Charge: +1
HOMO level, eV: -9.42
Energy above the lowest of the compared OMol25 structures with the same formula, charge and spin, kcal per mole: 0.0



Entry 3:
Density functional theory data (ωB97M-V/def2-TZVPD) for C16H19AlBBr3CaCl6CsF4MgO5 as an isolated structure.

```
58
Properties=species:S:1:pos:R:3:forces:R:3:mulliken_charge:R:1
C 0.588605 -4.458656 2.310262 1.447 8.790 3.015 -0.61
C 0.500875 -3.040204 2.447908 0.722 -8.125 -1.146 -0.38
B -0.097969 -1.496411 2.178820 -1.190 -1.985 1.740 -0.17
Cl 0.587353 -0.381352 0.844777 -0.582 -0.785 0.827 0.11
C -1.376002 -1.030170 3.160426 -0.346 0.023 -0.901 -0.03
C -2.657975 -1.970929 2.641871 -1.727 -1.309 -1.480 1.04
C -3.056784 -1.754753 1.035737 -1.580 -2.697 2.253 -0.39
C -4.265367 -2.647901 0.372663 1.483 -0.885 4.460 -0.19
C -5.035444 -3.722580 1.354933 2.833 1.734 -1.169 -0.53
C -4.657363 -3.949428 2.967207 1.411 3.572 -1.599 -0.45
C -3.442217 -3.055647 3.630827 0.369 -0.162 -4.383 -0.08
H 0.571289 -5.647915 2.409047 0.504 3.406 0.142 0.55
H -1.631129 0.111788 3.029168 0.396 -2.273 0.229 0.20
H -1.138874 -1.209221 4.294055 -0.321 0.197 -2.118 -0.04
H -2.450365 -0.992985 0.362413 -1.456 -1.602 1.667 0.18
H -4.512709 -2.479350 -0.759031 0.370 -0.600 2.495 0.30
H -5.901578 -4.367679 0.852719 2.097 1.526 1.443 0.27
H -5.247126 -4.765997 3.576224 1.444 1.870 -1.413 0.34
H -3.115668 -3.199984 4.755584 -0.907 -0.317 -3.097 -0.36
Ca 3.198422 0.002583 0.919688 -0.125 0.930 -0.946 1.33
C -2.209879 -3.193574 -2.405558 -0.251 0.016 -0.292 0.71
O -2.409404 -4.300913 -1.930247 -0.193 -1.990 1.039 -0.62
O -1.099156 -2.670681 -2.552142 2.687 0.714 0.157 -0.43
O -3.087874 -2.424499 -2.813303 -2.143 1.290 -0.599 -0.44
C 2.606279 -0.221358 -3.748204 -0.647 -1.746 -1.071 -0.52
O 2.877996 0.676264 -2.812831 0.561 0.889 2.124 -0.65
H 1.628241 -0.728941 -3.692916 -0.477 0.066 0.332 0.11
H 2.596976 0.126392 -4.795128 0.192 0.712 -0.148 0.28
H 3.282617 -1.089441 -3.827483 0.622 -0.258 0.169 0.13
Cs -1.301578 -4.561210 0.817791 -4.029 -0.965 -3.126 1.18
C -0.083615 4.711111 -1.335949 -0.221 0.699 -0.614 -0.71
C 0.379634 3.254973 -1.163772 -0.770 1.109 -0.507 0.77
C -0.433454 2.348276 -2.102496 -0.589 -0.650 -0.923 -1.07
O 0.118172 2.890466 0.079436 0.740 -1.216 1.382 -0.65
H -1.148712 4.843667 -1.104818 0.188 -0.234 0.070 0.34
H 0.486837 5.392802 -0.692306 -0.044 -0.300 -0.018 0.34
H 0.067383 5.038629 -2.371637 0.012 -0.056 0.104 -0.22
H 1.413301 3.222819 -1.536446 0.416 -0.398 0.304 0.08
H -1.511678 2.392462 -1.900040 0.256 0.154 0.207 0.37
H -0.119125 1.300174 -2.020137 0.120 0.275 0.074 0.11
H -0.286106 2.651312 -3.146130 0.122 0.024 0.059 0.29
C 5.337360 -4.068767 -1.447562 0.533 -0.358 0.295 -0.42
Br 6.873192 -3.332142 -2.387238 -0.544 -0.161 0.249 0.00
Br 3.953739 -2.731559 -1.162301 -0.100 0.130 -0.216 0.14
Br 4.640021 -5.654752 -2.332125 0.107 0.558 0.231 -0.01
H 5.687797 -4.382245 -0.458648 -0.163 0.128 -0.471 0.32
C 0.198414 7.522616 -4.505387 0.046 -0.155 0.139 0.36
Cl 0.846605 7.886178 -2.886056 -0.172 -0.043 -0.468 -0.08
Cl 0.611799 5.847029 -4.948159 -0.093 0.488 0.033 -0.10
Cl -1.572970 7.713763 -4.492721 0.404 -0.039 -0.006 -0.11
Cl 0.908260 8.643558 -5.694681 -0.147 -0.204 0.217 -0.12
Mg -2.501578 -1.883253 6.124011 0.109 0.622 1.154 -0.11
Cl -6.101578 -2.171715 2.997088 -1.265 0.144 0.707 -0.40
F 4.052804 1.918960 3.852813 0.303 0.828 0.214 -0.40
Al 4.498441 3.401890 4.772556 0.145 1.143 0.726 0.83
F 5.459216 4.498183 3.714933 -1.234 -1.626 1.212 -0.47
F 5.479857 2.943608 6.211421 -1.270 0.391 -1.958 -0.47
F 3.001790 4.246708 5.311074 1.949 -1.291 -0.798 -0.46
```
Positions in Å, forces in eV/Å.

Output
Orbital gap, eV: 2.15
Molar mass, u: 1054.83
Charge: -1
HOMO level, eV: -4.65



Number 1: LUMO energy -15.3 eV. Number 2: LUMO energy -5.7 eV. Number 3: LUMO energy -2.5 eV.